Entry 1:
{"formula": "C20H15CrF3NO3", "method": "ωB97M-V with the def2-TZVPD basis set", "symbols": ["O", "C", "Cr", "C", "O", "C", "O", "C", "C", "C", "C", "C", "C", "C", "C", "C", "C", "C", "C", "C", "C", "C", "H", "H", "H", "H", "H", "H", "H", "H", "H", "H", "H", "F", "C", "F", "F", "C", "N", "H", "H", "H", "H"], "coordinates": [[-5.54885, -0.30812, -2.74043], [-4.92556, 0.32170, -2.02430], [-3.88076, 1.36303, -0.87193], [-3.42473, -0.14069, 0.13938], [-3.12714, -1.05483, 0.75110], [-5.31571, 1.72780, 0.26704], [-6.18115, 1.97046, 0.96638], [-3.89402, 3.22430, -1.96593], [-3.15366, 2.26844, -2.71025], [-2.10676, 1.54974, -2.09131], [-1.76062, 1.79066, -0.71584], [-0.75632, 1.04289, -0.09987], [-0.00727, 0.21428, 0.46905], [0.66254, -0.75456, 1.07885], [0.89513, -2.04492, 0.53280], [1.61757, -3.00228, 1.26386], [1.90356, -4.23174, 0.72354], [1.46681, -4.54621, -0.55153], [0.71893, -3.63545, -1.27876], [0.42693, -2.40488, -0.74304], [-2.51585, 2.77070, 0.01619], [-3.56079, 3.48458, -0.61051], [-4.68099, 3.80468, -2.45185], [-3.36751, 2.11751, -3.77256], [-1.50544, 0.84257, -2.66600], [0.98353, -0.57378, 2.09065], [1.94086, -2.76250, 2.26103], [2.45996, -4.95844, 1.29676], [1.70729, -5.50584, -0.98030], [0.35712, -3.89901, -2.26116], [-0.18585, -1.71011, -1.28942], [-2.25760, 2.96499, 1.05793], [-4.12857, 4.22498, -0.04192], [6.91160, -0.21473, 2.71350], [6.16025, 0.71603, 2.10205], [6.03923, 1.80466, 2.87914], [6.69132, 1.04592, 0.91456], [4.76297, 0.13338, 1.85104], [3.94193, 1.09106, 1.16399], [4.86579, -0.78729, 1.26696], [4.30997, -0.11712, 2.81490], [4.42380, 1.45960, 0.35367], [3.03806, 0.71853, 0.89256]], "atomic_forces_ev_per_a": [[0.8024, 0.7947, 0.8519], [-1.5069, -1.3884, -1.6197], [-0.0341, 0.1301, -0.1058], [0.5867, -1.9920, 1.2415], [-0.2850, 1.0086, -0.6419], [-2.1314, 0.4291, 1.4836], [1.0636, -0.2383, -0.8033], [-0.0265, 0.6549, -0.3847], [0.3572, 0.4485, 0.2264], [0.6169, 0.0259, -0.2992], [-0.6785, 0.9826, -0.6361], [2.1869, -2.0770, 1.3971], [-3.0373, 3.3591, -2.2676], [1.1119, -1.1312, 1.0940], [0.1921, -0.5377, -0.3850], [0.0083, 0.2644, 0.0090], [0.1429, -0.2102, 0.2034], [0.1197, -0.2591, -0.1450], [-0.1586, 0.0368, -0.1676], [-0.0323, 0.1157, 0.0765], [0.4962, 0.2874, 0.2938], [0.3493, 0.0371, -0.3146], [0.2048, -0.3319, 0.2148], [-0.0773, -0.1319, 0.4975], [-0.3472, 0.1613, 0.2363], [0.0797, -0.0014, 0.4271], [0.1080, 0.0535, 0.3254], [0.0327, -0.0354, 0.0376], [-0.0036, -0.1312, -0.0264], [-0.0250, -0.0063, -0.0652], [-0.0742, 0.2058, -0.1955], [-0.1516, -0.1013, -0.3441], [0.1466, -0.3311, -0.1829], [-0.4948, 0.9126, -0.5577], [0.1326, -0.4924, 0.4422], [0.3438, -0.5136, -0.5264], [0.0741, 0.1306, 0.4605], [0.0628, 1.2213, 1.6346], [1.0263, -2.6923, -1.2301], [-0.2539, -0.2054, -0.4495], [-0.0870, -0.2149, -0.0805], [0.2607, 1.3384, -0.1932], [-1.1011, 0.4246, 0.4690]], "orbital_gap_ha": [0.28018, 0.11039], "total_charge": 2, "e_tot_ev": -65169.44844, "e_lumo_ev": [-5.56, -11.48], "spin_multiplicity": 4, "de_lowest_kj_mol": 14.61, "largest_force_ev_per_a": 5.06}

***

Entry 2:
{"formula": "C20H15I2N3O3S2Tc", "method": "ωB97M-V with the def2-TZVPD basis set", "symbols": ["Tc", "I", "C", "C", "C", "I", "C", "O", "C", "C", "N", "C", "C", "C", "C", "C", "C", "N", "C", "H", "H", "H", "H", "H", "H", "H", "H", "H", "H", "H", "O", "S", "O", "N", "C", "S", "C", "C", "C", "C", "C", "C", "H", "H", "H", "H"], "coordinates": [[-0.35910, 0.44969, -0.11190], [-0.39509, -3.89490, 6.21671], [-0.67372, -2.84882, 4.45321], [-1.90148, -2.90511, 3.79999], [-2.08965, -2.20566, 2.62079], [-3.92118, -2.27106, 1.64555], [-1.03627, -1.45584, 2.08957], [-1.25040, -0.81936, 0.90551], [0.19679, -1.38392, 2.74995], [1.30322, -0.53151, 2.19263], [0.70031, 0.72958, 1.67817], [1.63724, 1.86108, 1.47905], [0.84986, 2.96066, 0.82175], [1.11887, 4.30360, 0.97618], [0.32358, 5.22481, 0.30764], [-0.71837, 4.77836, -0.49170], [-0.93180, 3.42199, -0.61419], [-0.16343, 2.53367, 0.03686], [0.36653, -2.07996, 3.93308], [-2.71149, -3.49099, 4.21151], [1.83316, -1.00458, 1.36396], [2.02789, -0.29933, 2.97478], [0.00692, 1.02760, 2.36913], [2.45131, 1.52289, 0.83521], [2.06097, 2.18263, 2.43103], [1.93427, 4.62330, 1.61026], [0.51467, 6.28420, 0.41465], [-1.35834, 5.46975, -1.02027], [-1.71703, 3.01342, -1.23426], [1.31320, -2.02821, 4.45549], [2.28679, 0.96729, -3.00359], [1.24460, 0.22676, -2.40934], [1.45456, -0.07795, -0.92264], [-0.22703, 0.95160, -2.18677], [-1.19281, -0.01767, -2.39360], [-2.59609, 0.14519, -1.52965], [-0.71349, -1.17826, -3.16203], [-1.44451, -2.20095, -3.73652], [-0.74554, -3.19062, -4.42173], [0.64302, -3.16803, -4.51849], [1.39289, -2.15348, -3.92790], [0.68051, -1.18048, -3.26126], [-2.52413, -2.21795, -3.66901], [-1.29410, -3.99242, -4.89685], [1.15203, -3.95040, -5.06454], [2.47186, -2.13062, -3.99642]], "atomic_forces_ev_per_a": [[-2.3505, -0.2744, -0.4750], [0.0071, -0.0327, 0.0546], [0.0683, 0.0933, -0.0990], [0.0798, -0.0038, 0.0651], [0.1806, 0.1309, -0.1103], [0.0226, 0.0139, -0.0122], [-0.1612, -0.2496, 0.3947], [0.9076, 0.1604, 0.0370], [-0.1521, 0.0197, -0.1158], [-0.0994, -0.1515, -0.0510], [-0.1852, 0.3737, 0.1314], [-0.0006, 0.0087, -0.0779], [-0.0210, 0.0941, -0.0864], [-0.0405, -0.0271, 0.0189], [-0.0127, 0.0315, -0.0142], [0.0507, 0.0240, 0.0339], [0.0005, -0.1142, 0.0789], [0.7313, 0.1057, 0.1733], [-0.1101, -0.1299, 0.1162], [0.0050, -0.0056, 0.0107], [0.0375, -0.0173, -0.0054], [-0.0119, 0.0492, -0.0331], [0.0183, -0.0556, 0.0649], [-0.0086, 0.0030, -0.0213], [-0.0092, -0.0257, 0.0098], [-0.0019, 0.0051, 0.0029], [-0.0021, -0.0025, -0.0007], [-0.0032, -0.0097, -0.0065], [-0.0057, 0.0265, 0.0010], [-0.0034, -0.0058, 0.0107], [-0.0707, -0.0655, -0.0600], [0.4400, 0.0878, 0.5466], [0.6115, 0.0212, -0.5178], [0.0324, -0.3433, 0.1183], [-0.1325, -0.0595, -0.3542], [0.3201, 0.1517, 0.1999], [-0.0153, 0.0992, -0.0334], [-0.0105, -0.0556, -0.0159], [-0.0493, 0.0083, 0.0077], [0.0197, 0.0137, 0.0096], [0.0156, 0.0245, 0.0075], [-0.0879, 0.0953, 0.0072], [-0.0032, -0.0099, -0.0121], [0.0009, -0.0004, -0.0004], [-0.0015, -0.0045, 0.0025], [0.0009, 0.0026, -0.0007]], "orbital_gap_ha": [0.20278, 0.17814], "total_charge": 2, "e_tot_ev": -71650.18504, "e_lumo_ev": [-7.95, -8.63], "spin_multiplicity": 2, "de_lowest_kj_mol": 38.04, "largest_force_ev_per_a": 2.41}

***

Entry 3:
{"formula": "C20H15IN5O6S2W", "method": "ωB97M-V with the def2-TZVPD basis set", "symbols": ["W", "O", "C", "O", "C", "C", "C", "C", "C", "N", "C", "O", "O", "H", "H", "H", "O", "C", "C", "C", "C", "C", "C", "C", "O", "N", "N", "C", "S", "C", "C", "S", "H", "H", "H", "H", "H", "H", "H", "H", "H", "I", "C", "C", "N", "N", "C", "H", "H", "H"], "coordinates": [[-0.33884, -0.63180, -0.14176], [-3.23582, -0.64055, -2.95014], [-2.71956, -0.71863, -1.90462], [-1.34695, -0.37399, -1.69411], [-3.28456, -1.15859, -0.59149], [-4.57898, -1.55484, -0.32624], [-4.88275, -1.93386, 0.98747], [-3.90075, -1.91865, 1.98104], [-2.63112, -1.50988, 1.61706], [-2.35265, -1.14120, 0.36614], [-1.40895, -1.48275, 2.48045], [-1.29121, -1.81387, 3.59669], [-0.32401, -1.02214, 1.69178], [-5.32016, -1.57105, -1.11508], [-5.88837, -2.25202, 1.23314], [-4.10459, -2.22181, 3.00003], [3.33138, 3.45724, 0.73830], [4.02749, 2.36569, 0.43564], [5.42016, 2.48137, 0.44884], [6.19776, 1.39076, 0.15615], [5.62881, 0.13646, -0.16430], [4.27476, 0.00677, -0.19329], [3.43106, 1.11894, 0.09588], [2.03178, 0.98353, 0.03525], [1.48724, -0.23142, -0.34768], [1.12174, 1.88941, 0.25872], [-0.14401, 1.40104, 0.10458], [-1.06184, 2.41511, -0.03665], [-0.55399, 4.00794, 0.17747], [-2.13302, 4.75893, -0.32198], [-3.25501, 3.81173, 0.05093], [-2.70186, 2.12831, -0.38159], [2.38093, 3.28147, 0.73404], [5.85439, 3.43823, 0.70225], [7.27472, 1.49155, 0.18530], [6.27177, -0.70736, -0.36700], [3.82450, -0.95220, -0.40982], [-2.07704, 4.94550, -1.39484], [-2.22076, 5.70879, 0.20513], [-4.16281, 4.00975, -0.51776], [-3.47850, 3.81773, 1.11720], [0.39592, -6.77728, -0.46737], [0.57104, -4.76926, -0.81560], [1.48279, -4.13324, -1.66800], [1.27983, -2.82314, -1.59535], [0.24941, -2.53590, -0.75749], [-0.16910, -3.74103, -0.27012], [2.25159, -4.54084, -2.30755], [1.75586, -2.08935, -2.10165], [-0.97772, -3.79958, 0.44203]], "atomic_forces_ev_per_a": [[0.4004, 0.2166, -0.5133], [0.0375, 0.0182, 0.0047], [0.0647, 0.0078, 0.0005], [-0.2580, -0.0928, 0.2070], [-0.1646, -0.0511, -0.0096], [0.1151, 0.0298, 0.0632], [0.0196, 0.0067, -0.0262], [0.1009, 0.0435, -0.1012], [-0.1738, -0.0947, 0.0765], [-0.1264, -0.0487, 0.0514], [0.1869, 0.0370, -0.0184], [-0.0045, 0.0624, 0.0102], [-0.2992, -0.1103, 0.0133], [-0.0032, -0.0101, -0.0033], [-0.0043, 0.0008, 0.0005], [-0.0115, 0.0041, 0.0070], [0.0740, -0.0872, -0.0256], [0.0393, 0.1457, 0.0616], [-0.0696, -0.0461, -0.0138], [0.0049, -0.0326, -0.0017], [-0.0400, 0.0709, 0.0289], [-0.0228, 0.0468, 0.0139], [0.1205, -0.0504, 0.0440], [-0.1681, -0.3198, -0.0876], [0.1584, -0.0118, -0.0208], [0.1716, 0.0306, 0.0377], [-0.2598, 0.0939, 0.0201], [0.2048, -0.0511, 0.0534], [0.0145, 0.0715, 0.0427], [-0.0068, -0.0107, -0.0306], [0.0142, 0.0600, -0.0185], [-0.1346, -0.0693, -0.0018], [-0.0693, 0.0448, 0.0068], [-0.0127, 0.0105, 0.0046], [0.0080, -0.0106, -0.0143], [-0.0102, -0.0114, -0.0085], [-0.0066, 0.0077, -0.0090], [-0.0125, 0.0012, 0.0104], [-0.0081, -0.0022, -0.0073], [0.0077, 0.0069, 0.0048], [0.0050, -0.0069, -0.0066], [-0.0116, -0.1404, 0.0230], [-0.0506, 0.1623, -0.0333], [-0.0129, 0.0987, 0.0484], [-0.1611, 0.0083, -0.0363], [0.2366, 0.0459, 0.1961], [0.0425, -0.0299, -0.0532], [0.0001, -0.0412, 0.0097], [0.0466, 0.0101, -0.0009], [0.0292, -0.0133, 0.0014]], "orbital_gap_ha": [0.13855, 0.13840], "total_charge": 3, "e_tot_ev": -72289.45441, "e_lumo_ev": [-12.51, -12.51], "spin_multiplicity": 1, "de_lowest_kj_mol": 18.35, "largest_force_ev_per_a": 0.69}

***

What is the formula in the second record?
C20H15I2N3O3S2Tc